# 1
Molecular formula: C35H18F3N8O2Sc
Method: DFT, wB97M-V/def2-TZVPD

calculated total energy	-2993.6976	hartree
strongest force on any atom	1.692	eV/Å
total charge	-2
gap between HOMO and LUMO (spin up / spin down)	4.7 / 4.8	eV
multiplicity	1
LUMO level (spin up / spin down)	4.245 / 4.366	eV

XYZ file:
```
67
Properties=species:S:1:pos:R:3:forces:R:3
Sc -0.283 0.886 0.214 -0.5 0.3 0.0
C 0.455 -2.155 4.842 0.5 -0.5 -0.4
C -0.457 -1.251 5.467 -0.7 0.7 0.1
C -1.280 -0.458 4.714 0.1 -0.1 0.8
C -1.211 -0.525 3.319 -0.3 0.3 -1.5
C -2.027 -0.064 2.288 1.0 -0.8 1.1
N -1.701 -0.668 1.072 0.1 0.3 -0.7
C -0.683 -1.516 1.283 0.0 -0.3 0.5
N -0.240 -2.401 0.392 0.4 -0.3 0.1
C -0.108 -2.017 -0.868 -0.1 0.2 0.6
C 0.037 -2.898 -2.012 0.0 0.3 -0.6
C -0.015 -4.273 -2.165 0.0 0.0 0.1
C 0.051 -4.788 -3.448 0.0 -0.3 0.1
C 0.140 -3.947 -4.560 0.0 0.0 -0.1
C 0.211 -2.575 -4.414 0.1 0.1 -0.1
C 0.196 -2.043 -3.131 -0.1 -0.4 0.5
C 0.205 -0.694 -2.612 0.1 0.4 -0.5
N 0.431 0.380 -3.335 0.2 -0.4 -0.1
C 0.160 1.596 -2.864 -0.1 0.2 -0.2
N -0.667 1.862 -1.808 0.1 0.2 0.2
C -1.015 3.172 -1.848 0.4 -0.3 -0.5
N -2.062 3.709 -1.214 -1.0 0.2 0.8
C -2.692 3.067 -0.256 0.9 0.4 -0.7
N -2.239 2.012 0.480 0.2 -0.2 0.0
C -3.189 1.680 1.401 0.6 -0.8 0.9
N -3.060 0.806 2.365 -1.1 0.8 -0.5
C -4.364 2.517 1.208 -0.4 0.7 -0.6
C -5.641 2.459 1.737 0.1 -0.1 0.1
C -6.606 3.299 1.207 -0.1 0.1 0.1
C -6.293 4.197 0.188 -0.1 0.1 0.0
C -5.015 4.268 -0.339 0.3 0.0 -0.1
C -4.046 3.410 0.162 -0.7 -0.4 0.7
C -0.275 3.840 -2.893 0.2 -0.6 0.0
C -0.171 5.162 -3.306 -0.1 0.2 -0.1
C 0.711 5.469 -4.323 -0.1 0.3 0.1
C 1.483 4.476 -4.936 0.1 -0.2 -0.2
C 1.367 3.153 -4.561 0.1 -0.1 -0.2
C 0.484 2.826 -3.539 -0.4 0.1 0.4
N -0.018 -0.733 -1.257 0.0 -0.3 0.2
C -0.094 -1.258 2.639 -0.2 0.0 0.1
C 0.608 -2.222 3.503 -0.2 -0.3 0.1
H 1.035 -2.812 5.485 0.0 0.0 -0.1
H -0.527 -1.242 6.548 0.0 0.0 0.0
H -2.030 0.167 5.183 0.0 0.0 0.0
H -0.110 -4.920 -1.302 0.0 0.0 0.0
H 0.016 -5.861 -3.602 0.0 0.0 0.0
H 0.146 -4.385 -5.552 0.0 0.0 0.0
H 0.257 -1.921 -5.272 0.1 0.1 -0.1
H -5.880 1.750 2.519 0.0 -0.1 0.0
H -7.623 3.246 1.578 0.0 0.0 0.0
H -7.075 4.831 -0.216 0.0 0.0 0.0
H -4.779 4.955 -1.140 0.1 0.0 -0.1
H -0.758 5.934 -2.829 0.0 0.0 0.1
H 0.834 6.498 -4.643 0.0 0.0 0.0
H 2.187 4.759 -5.710 0.0 0.0 0.0
H 1.960 2.380 -5.028 0.1 0.0 -0.1
H 1.293 -2.921 3.042 0.0 -0.1 0.0
C 0.889 -0.144 2.054 0.3 0.0 0.0
H 1.105 0.534 2.901 -0.1 -0.1 -0.3
H 1.836 -0.648 1.780 -0.3 0.2 -0.1
F 2.789 4.295 1.755 -0.3 -0.1 0.1
C 2.790 3.659 0.568 0.5 0.3 0.1
F 3.996 3.069 0.476 -0.1 -0.3 -0.1
F 2.781 4.629 -0.365 -0.3 -0.1 -0.2
C 1.605 2.647 0.404 1.3 0.8 0.4
O 1.833 1.658 -0.295 -0.1 -0.6 -0.4
O 0.570 2.912 1.021 -0.8 -0.1 0.1
```
Positions in Å, forces in eV/Å.

# 2
Molecular formula: C35H20BF4IN13ORbS4
Method: DFT, wB97M-V/def2-TZVPD

calculated total energy	-4471.7668	hartree
strongest force on any atom	0.317	eV/Å
total charge	-2
gap between HOMO and LUMO	2.7	eV
multiplicity	1
LUMO level	0.839	eV

XYZ file:
```
80
Properties=species:S:1:pos:R:3:forces:R:3
Rb 0.936 0.383 0.162 -0.1 0.0 0.0
C -2.839 5.321 1.498 0.0 0.0 0.0
C -3.900 4.421 1.503 0.0 0.0 0.0
C -3.663 3.058 1.494 0.0 0.0 0.0
C -2.348 2.600 1.493 0.1 -0.2 0.0
C -1.287 3.491 1.501 0.0 0.0 0.0
C -1.533 4.857 1.490 0.0 0.0 0.0
N -2.001 1.206 1.489 -0.1 0.1 -0.2
N -2.918 0.484 1.082 0.0 -0.2 0.1
C -2.636 -0.925 1.082 -0.1 0.2 0.0
C -3.741 -1.744 0.925 0.0 -0.1 0.0
C -3.542 -3.117 0.975 0.0 0.0 -0.1
C -2.251 -3.594 1.127 0.0 0.0 0.0
C -1.209 -2.678 1.218 0.0 0.0 0.0
N -1.389 -1.360 1.219 0.1 -0.1 -0.1
H -3.035 6.386 1.491 0.0 0.0 0.0
H -4.920 4.786 1.505 0.0 0.0 0.0
H -4.472 2.342 1.479 0.0 0.0 0.0
H -0.273 3.113 1.475 0.0 0.0 0.0
H -0.702 5.547 1.458 0.0 0.0 0.0
H -4.716 -1.320 0.732 0.0 0.0 0.0
H -4.378 -3.790 0.838 0.0 0.0 0.0
H -2.037 -4.654 1.119 0.0 0.0 0.0
H -0.183 -3.027 1.280 0.0 0.0 0.0
O 4.074 -0.270 7.916 0.1 0.0 0.0
C 3.445 -0.170 6.905 -0.2 0.0 0.0
S 3.113 1.393 6.124 0.1 0.0 0.0
C 2.138 0.818 4.794 0.0 -0.3 0.1
C 1.958 -0.684 4.744 0.1 0.3 0.1
S 1.146 -1.438 3.594 -0.1 -0.1 -0.2
S 2.726 -1.551 6.058 0.0 -0.1 0.0
S 1.509 1.827 3.721 -0.1 0.2 -0.2
B 2.712 2.615 -2.556 0.0 0.0 0.0
N 1.361 2.149 -3.172 -0.1 0.0 0.1
C 1.032 2.095 -4.470 0.0 0.0 0.0
C -0.227 1.537 -4.581 0.0 0.0 0.0
C -0.593 1.276 -3.255 0.0 0.0 0.0
N 0.367 1.648 -2.414 0.0 -0.1 0.0
N 2.429 3.487 -1.298 0.0 -0.1 0.0
C 2.034 4.769 -1.272 0.0 0.0 0.0
C 1.883 5.158 0.045 0.0 0.0 0.0
C 2.217 4.003 0.765 0.1 0.0 0.0
N 2.544 3.002 -0.050 -0.1 0.0 0.1
H 3.266 3.300 -3.394 0.0 0.0 0.0
H 3.383 1.670 -2.208 0.0 0.0 0.0
H 1.721 2.454 -5.218 0.0 0.0 0.0
H -0.789 1.339 -5.479 0.0 0.0 0.0
H -1.500 0.829 -2.879 0.0 0.0 0.0
H 1.895 5.311 -2.193 0.0 0.0 0.0
H 1.594 6.126 0.418 0.0 0.0 0.0
H 2.272 3.863 1.836 0.0 0.0 0.0
I 7.491 2.061 1.620 0.1 0.0 0.0
C 5.774 1.033 1.152 -0.1 0.0 0.0
C 5.452 0.445 -0.051 0.0 0.0 0.0
N 4.238 -0.096 0.107 0.0 0.1 0.0
N 3.736 0.113 1.330 0.1 -0.1 0.0
C 4.666 0.797 1.978 -0.1 0.1 0.0
H 5.979 0.390 -0.987 0.0 0.0 0.0
H 3.679 -0.618 -0.579 0.0 -0.1 0.1
H 4.510 1.115 2.996 0.0 0.0 0.0
F -0.268 -6.452 -1.834 0.0 0.0 0.0
C -0.946 -5.295 -1.969 0.0 0.0 0.0
C -2.324 -5.386 -2.031 0.0 0.0 0.1
F -2.846 -6.624 -1.924 0.0 0.0 0.0
C -3.176 -4.278 -2.110 0.1 0.0 0.1
C -2.471 -3.073 -2.146 0.0 0.0 0.0
C -1.094 -2.985 -2.087 -0.1 -0.1 0.0
F -0.565 -1.746 -2.112 0.1 0.2 0.0
C -0.246 -4.086 -1.998 -0.1 -0.1 0.0
C 1.212 -3.987 -1.929 -0.1 0.1 0.1
C 1.842 -2.807 -1.540 0.2 0.0 0.0
N 2.418 -1.850 -1.211 -0.1 0.0 0.0
C 2.072 -5.064 -2.229 0.1 0.0 -0.1
N 2.819 -5.911 -2.487 0.0 0.0 0.0
F -3.145 -1.905 -2.220 0.0 0.0 0.0
C -4.625 -4.364 -2.070 0.0 0.0 0.0
C -5.332 -5.566 -2.281 0.0 0.0 0.0
N -5.970 -6.519 -2.452 0.0 0.0 0.0
C -5.428 -3.270 -1.698 -0.1 -0.1 0.0
N -6.132 -2.414 -1.353 0.0 0.1 0.0
```
Positions in Å, forces in eV/Å.